# 1
ORCA calculation (the ωB97M-V functional and the def2-TZVPD basis) on the ion C3H10N4S with charge +2 in a non-equilibrium geometry.

Geometry (Å):
S: 2.318 -0.476 -0.763
N: -0.939 1.449 -0.309
N: -0.233 -1.319 -0.541
N: 0.743 -0.218 -0.363
N: -1.919 1.046 -1.036
C: 0.279 1.071 -0.013
C: -0.731 -1.935 0.645
C: 1.080 1.964 0.851
H: 2.557 -1.686 -0.492
H: -0.661 -1.259 1.548
H: 0.490 2.647 1.560
H: 1.891 1.327 1.243
H: -1.822 -2.092 0.625
H: -1.990 0.061 -1.477
H: 0.041 -2.006 -1.231
H: 1.733 2.582 0.070
H: -2.519 1.876 -1.175
H: -0.318 -3.031 0.856

Summary:
LUMO energy (alpha / beta) = -12.082 / -11.783 eV
Kohn-Sham gap (alpha / beta) = 0.2561 / 0.2621 Ha
Charge = +2
Energy = -20044.9840 eV

=====

# 2
ORCA calculation (the ωB97M-V functional and the def2-TZVPD basis) on a cluster of 3 separate species, C3H10N5 in total in a non-equilibrium geometry.

Geometry (Å):
N: -0.242 -1.455 0.367
N: 1.022 1.310 -1.535
N: 0.698 -1.258 1.040
N: 0.078 1.088 0.258
N: 0.681 0.882 1.182
C: -2.331 -2.566 0.115
C: 1.849 0.972 1.909
C: -1.221 -1.748 -0.368
H: 0.568 0.706 -2.214
H: 2.003 1.525 -1.872
H: -2.068 -3.625 0.067
H: 0.612 2.232 -1.716
H: 1.813 0.752 2.922
H: -2.660 -2.272 1.180
H: -1.179 -1.455 -1.356
H: -3.227 -2.341 -0.549
H: 2.151 2.002 1.832
H: 2.639 0.378 1.457

Summary:
LUMO energy = -4.155 eV
Kohn-Sham gap = 0.3035 Ha
Charge = +1
Energy = -10712.3310 eV

=====

> Which of these has the highest charge?

C3H10N4S

=====

What did the first record say?
ORCA calculation (the ωB97M-V functional and the def2-TZVPD basis) on the ion C3H10N4S with charge +2 in a non-equilibrium geometry.

Geometry (Å):
S: 2.318 -0.476 -0.763
N: -0.939 1.449 -0.309
N: -0.233 -1.319 -0.541
N: 0.743 -0.218 -0.363
N: -1.919 1.046 -1.036
C: 0.279 1.071 -0.013
C: -0.731 -1.935 0.645
C: 1.080 1.964 0.851
H: 2.557 -1.686 -0.492
H: -0.661 -1.259 1.548
H: 0.490 2.647 1.560
H: 1.891 1.327 1.243
H: -1.822 -2.092 0.625
H: -1.990 0.061 -1.477
H: 0.041 -2.006 -1.231
H: 1.733 2.582 0.070
H: -2.519 1.876 -1.175
H: -0.318 -3.031 0.856

Summary:
LUMO energy (alpha / beta) = -12.082 / -11.783 eV
Kohn-Sham gap (alpha / beta) = 0.2561 / 0.2621 Ha
Charge = +2
Energy = -20044.9840 eV

=====

> The lowest charge belongs to which entry?

C3H10N5